1.
DFT (the ωB97M-V functional and the def2-TZVPD basis) results for 8 unconnected molecules or ions with the total composition C6H28O8 at a distorted geometry.

Each line ends with the Mulliken charge.
Cartesian coordinates (Å):
H 7.7764 10.8753 3.8625  0.362
H 9.2813 10.9503 7.9123  0.165
H 7.6446 12.2433 5.0252  0.302
O 9.3104 5.4337 7.9293  -0.473
O 10.8190 9.9253 6.7816  -0.472
H 6.2071 8.2869 7.3677  0.159
O 11.0596 7.7707 4.6801  -0.634
H 7.6146 9.4563 5.3820  0.231
O 13.5090 9.7017 5.5743  -0.521
H 7.2536 4.9892 7.7701  0.151
H 14.0416 9.9499 3.5961  0.269
H 14.2713 11.3781 4.6258  0.298
H 7.8844 5.7155 9.3589  0.251
H 11.9293 6.7725 6.2760  0.247
C 7.3469 11.2614 4.7319  -0.814
H 10.2673 6.3249 5.7792  -0.022
H 5.4908 8.7396 5.4612  0.359
C 11.2710 6.6103 5.3879  -0.288
O 8.2474 7.8336 4.9306  -0.526
H 4.5110 7.6946 7.8120  0.325
H 8.1977 7.3139 4.0967  0.372
C 8.0989 5.0189 8.5450  -0.465
C 10.2557 11.1664 7.4244  -0.514
O 6.2577 5.6440 3.9562  -0.672
C 5.3211 7.6560 7.0896  -0.260
H 10.3991 9.7939 5.8781  0.288
H 8.3082 4.0193 8.9615  0.240
H 11.0210 11.4829 8.1303  0.297
C 13.6477 10.5497 4.4216  -0.667
H 11.7381 5.7447 4.8462  0.310
H 11.9088 8.1199 4.3861  0.297
H 12.6509 9.9324 5.9794  0.382
H 5.5450 5.9160 3.3570  0.322
H 12.6879 10.9212 4.0600  0.268
H 6.1706 6.1657 4.7624  0.326
H 9.0571 6.1762 7.3607  0.279
H 9.1906 7.8781 4.9983  0.265
H 10.0952 11.9226 6.6067  0.211
O 7.4750 10.3271 5.8034  -0.408
H 6.3213 11.4470 4.5147  0.305
O 4.8897 8.0616 5.7502  -0.572
H 5.7727 6.6540 7.0218  0.025

## Properties
LUMO = 0.39 eV
DFT total energy = -23053.285 eV
SMILES = CO.CO.CO.CO.CO.CO.O.O
HOMO-LUMO gap = 10.7 eV
HOMO = -0.3792 Eh

=====

2.
DFT (the ωB97M-V functional and the def2-TZVPD basis) results for 9 unconnected molecules or ions with the total composition C6H29F6NO8P at a distorted geometry.

Each line ends with the Mulliken charge.
Cartesian coordinates (Å):
C 1.0690 2.3790 -0.8291  -0.086
O 3.1209 -2.2319 2.3423  -0.649
H 0.5812 -1.4243 2.6416  0.409
H 0.3821 2.6735 1.6096  -0.027
C 0.8443 1.5911 -3.2524  -0.899
H 3.1158 2.2572 -2.6013  0.262
H 2.1541 2.7300 1.7117  0.274
H 2.4448 -2.6203 -2.0166  0.327
H -2.5900 2.8010 3.4977  0.290
H -4.3249 2.4290 3.2253  0.343
H -3.3312 1.6256 1.0383  0.281
H -2.3218 1.1714 -2.3407  0.252
O -3.2048 -4.0119 -0.1178  -0.668
C -3.3144 2.0219 3.2603  -1.159
F -0.1464 -3.1100 -1.7131  -0.343
H 0.5006 3.5620 -2.3797  0.311
H 3.9239 -2.3176 -1.9048  0.298
H 1.8990 1.7301 -0.5496  0.141
H 0.3661 0.0228 3.0310  0.308
O 0.6898 -0.8120 3.3694  -0.706
F -0.6203 -3.1237 0.5143  -0.484
F 1.4391 -3.3270 -0.0158  -0.439
H -0.2414 1.4970 -3.2281  0.088
F 0.8222 -1.2723 0.8978  -0.481
H 1.2676 4.2788 1.8155  0.243
O -2.3216 1.1604 -1.3836  -0.635
H -0.3404 -5.3078 -0.6882  0.315
H 2.7257 -1.5566 1.7909  0.311
P 0.3111 -2.2069 -0.4025  1.420
N 2.5408 3.0840 -2.6786  -0.819
F -0.9676 -1.2860 -0.8178  -0.342
O 3.1889 -2.2858 -2.5172  -0.681
O 1.2037 3.5012 -0.0040  -0.422
H -3.1430 0.1576 1.9898  0.292
H -1.8328 -5.2866 -0.9416  0.367
H -1.1248 0.7813 1.2168  0.051
O -1.4837 1.4047 1.8526  -0.377
H 1.2316 1.7355 -4.2610  0.416
F 1.3321 -1.3114 -1.3104  -0.359
H -2.0850 0.2618 -1.1539  0.404
C 1.2652 3.2743 1.3925  -0.236
H 2.9214 3.7771 -2.0502  0.291
H 2.8652 -3.0576 1.9309  0.331
H -2.4288 -3.5316 0.1710  0.381
H -3.2465 1.3393 4.1074  0.305
C -2.8901 1.2170 1.9476  -0.144
O -1.0560 -5.8371 -1.0404  -0.664
C 1.1694 2.7041 -2.3095  0.441
H 1.3493 0.6926 -2.8978  0.084
H 0.1540 1.8857 -0.5012  0.079
H -3.8634 -3.8290 0.5522  0.306

## Properties
LUMO = 2.68 eV
DFT total energy = -50164.405 eV
net charge = -1
HOMO-LUMO gap = 9.6 eV
HOMO = -0.2549 Eh

=====

3.
DFT (the ωB97M-V functional and the def2-TZVPD basis) results for 10 unconnected molecules or ions with the total composition C6H29NO10 at a distorted geometry.

Each line ends with the Mulliken charge.
Cartesian coordinates (Å):
O 0.3075 -0.7690 3.9402  -0.782
H -2.2630 -0.6974 0.5561  0.350
O 2.5333 -0.3318 2.3173  -0.748
H -3.0891 -0.6595 -3.3436  0.340
H 2.3719 2.2012 0.4590  0.466
H 1.1021 -0.5599 3.3689  0.442
O -0.5271 2.8735 1.7333  -0.780
H 1.4759 2.4738 1.6589  0.395
H 0.0504 -3.3640 -1.4004  0.403
H -1.7996 -2.4076 1.9831  0.453
O -1.1758 -3.0913 2.3224  -0.702
C 1.6210 -1.8448 -1.2756  -0.421
H 2.9477 -2.0024 -3.0736  0.396
H 3.3202 -0.2848 2.8482  0.308
C 0.4149 -2.5141 -1.9845  -0.811
H -3.5248 0.0342 -1.7882  0.300
O 2.3510 2.1426 1.4268  -0.847
C -0.7645 -1.5816 -2.1955  -0.420
H -0.9131 2.1338 2.2789  0.445
H -0.7926 0.2410 3.5505  0.475
H -2.2982 -0.3011 2.0754  0.465
O 2.1149 2.1862 -1.2787  -0.793
H 2.3509 1.3090 -1.6533  0.503
H -0.6516 -3.3428 1.5679  0.277
H -2.1152 0.9812 3.9919  0.279
H 1.2861 -1.0425 -0.6167  0.157
H -3.5834 0.9993 -3.2441  0.339
H -0.6642 2.9018 -0.0794  0.433
H 2.1433 -2.6016 -0.6922  0.337
C 2.5396 -1.3034 -2.3179  -0.048
O -0.5835 2.9075 -1.0478  -0.798
H 2.4629 0.5983 1.9819  0.487
H -0.7725 3.6855 2.2127  0.290
H -1.4926 1.5667 -2.1654  0.337
H 2.7010 2.8023 -1.7073  0.279
H 0.2739 0.2404 -2.1021  -0.105
H 0.7478 -2.9007 -2.9533  0.343
H 0.3420 2.6710 -1.2442  0.431
C -3.0244 0.2308 -2.7286  -1.016
H -1.7062 -2.1003 -2.3148  0.275
O -2.5989 -0.9786 1.4257  -0.786
H -0.0488 -1.5984 3.5445  0.394
N -1.6652 0.6541 -2.5629  -0.140
C -0.6712 -0.2489 -2.2733  0.311
O 2.8413 -0.1301 -2.4235  -0.637
O -1.5739 0.8223 3.2231  -0.876

## Properties
LUMO = 0.40 eV
DFT total energy = -28659.092 eV
SMILES = CN/C=C/CCC=O.O.O.O.O.O.O.O.O.O
HOMO-LUMO gap = 8.1 eV
HOMO = -0.2841 Eh

=====

4.
DFT (the ωB97M-V functional and the def2-TZVPD basis) results for 9 unconnected molecules or ions with the total composition C6H30N2O8 at a distorted geometry.

Each line ends with the Mulliken charge.
Cartesian coordinates (Å):
H -2.7156 -0.0407 -1.7034  0.365
H -2.5986 1.2023 0.7517  0.338
H -2.0781 -1.5913 2.5340  0.298
H 1.0127 4.4294 1.3297  0.282
C 1.0734 -0.7720 0.5038  -0.528
H -2.4940 -0.4813 -3.7798  0.304
O -3.2099 -0.4726 -0.9417  -0.661
H 1.9268 1.5358 -2.8825  0.210
C 1.1003 0.1166 1.5523  -0.458
N -0.1307 0.4316 -1.6380  -0.107
H -0.8364 -0.0752 2.3536  0.219
C 1.9057 -0.8419 -0.6760  -0.835
H 2.0218 0.6934 1.7276  0.610
H 2.3598 -1.8151 -0.8866  0.337
O 1.9339 2.5950 -0.7114  -0.562
H -0.6928 0.2716 -0.7470  -0.167
H -0.3405 -4.2913 1.9685  0.278
H 2.7356 -0.0282 -0.4266  0.303
C 2.0458 0.4127 -2.8286  -1.186
O 0.2580 -3.6268 1.8846  -0.582
H 0.6261 -4.4260 -0.2423  0.334
H 0.0557 -3.9466 -1.5010  0.293
O -2.7734 -1.2336 2.0956  -0.573
H 2.3034 4.0997 0.8622  0.168
C 0.3502 1.2467 3.4070  -0.854
O 0.8171 -4.4441 -1.3317  -0.651
H 1.7767 2.2390 0.1491  0.384
H 2.3646 3.4165 -0.9125  0.251
H -2.8026 2.0091 -0.5548  0.334
O 1.7426 3.9295 1.4275  -0.510
H 3.0503 0.4258 -2.4541  0.364
H 1.0082 -3.4292 2.4923  0.307
O -2.5055 0.4031 -3.5637  -0.694
H -1.6590 0.7508 -3.5571  0.307
H -2.5259 -0.9163 -0.5292  0.303
H 2.3210 0.3790 -3.9767  0.260
H 0.6627 -1.1930 -2.5061  0.298
H -3.6002 -1.4060 2.6898  0.282
H 0.2094 1.3768 -1.6141  0.261
O -2.3879 2.2005 0.3223  -0.676
H 0.1365 -1.3352 0.3007  0.240
H 1.1450 1.2461 4.1493  0.327
H 0.6019 2.2435 2.8099  0.111
C 1.0759 -0.3089 -1.9167  0.432
H -0.6055 1.5671 3.7396  0.417
N 0.1768 0.0202 2.5970  -0.175

## Properties
LUMO = 0.15 eV
DFT total energy = -26063.094 eV
SMILES = CN/C=C/C[C@H](C)N.O.O.O.O.O.O.O.O
HOMO-LUMO gap = 8.1 eV
HOMO = -0.2915 Eh

=====

5.
DFT (the ωB97M-V functional and the def2-TZVPD basis) results for 8 unconnected molecules or ions with the total composition C6H30NO7 at a distorted geometry.

Each line ends with the Mulliken charge.
Cartesian coordinates (Å):
H -3.5250 -3.1394 0.5297  0.394
H -2.4582 -3.9150 -0.6794  0.297
H -0.7872 1.2803 2.7638  0.286
H -2.7018 1.7545 0.0495  0.310
H 1.0993 3.1540 -0.1425  0.262
H -0.5734 -1.9448 -1.5189  0.331
H 2.8097 -0.7728 -2.2147  0.428
C 1.9027 -1.2133 -1.7737  -1.409
H 1.1446 -0.7426 -2.3972  0.284
H -1.6641 -0.6508 -1.0828  0.395
C 1.6152 -0.8172 -0.2742  0.038
H -3.4234 0.7191 -0.8063  0.321
O -2.8931 1.5159 -0.8644  -0.623
C 0.1613 -0.4030 -0.0768  -0.039
H -3.1108 2.2479 1.9350  0.320
H 2.7497 1.7951 -2.8455  0.287
O -2.6476 1.4003 2.0057  -0.630
O 2.2325 -0.5631 2.8888  -0.606
H -1.6897 -1.8251 1.2846  0.132
H 1.4683 -0.5324 3.4729  0.285
O 1.7355 2.6975 0.4134  -0.576
H 1.9985 -2.2946 -1.8833  0.297
H -0.7030 -2.9987 0.7494  0.455
O 2.2720 2.2117 -2.1357  -0.612
O -0.2443 1.4605 -3.1086  -0.667
N 2.5711 0.2637 0.0630  0.132
H 2.3908 1.1525 -0.4592  0.121
C -0.8899 -1.3080 -0.6889  -0.739
C -2.7390 -2.9852 -0.2081  -1.236
H -0.9133 2.1584 -3.0701  0.344
H 2.3542 3.3372 0.7884  0.254
H 3.5238 -0.0541 -0.0890  0.415
C -1.4445 -2.3236 0.3232  -0.494
H -3.1021 0.9507 2.7265  0.288
H 0.1469 0.6058 -0.5217  0.191
H 1.7751 -1.7759 0.2228  0.291
H -0.6815 0.8846 -2.4652  0.270
H 1.3834 2.4669 -2.4290  0.331
H -1.0768 0.0583 3.7311  0.251
O -0.4021 0.5708 3.2888  -0.567
H 2.4427 0.4720 1.0650  0.429
H -3.1673 -2.2912 -0.9220  0.327
H 3.0325 -0.2791 3.3455  0.289
H 0.0283 -0.3277 1.0104  0.145

## Properties
LUMO = -2.60 eV
DFT total energy = -22525.805 eV
net charge = +1
HOMO-LUMO gap = 11.2 eV
HOMO = -0.5060 Eh

=====

> Which value of HOMO does entry 4 give?

-0.2915 Eh